1.
Below is a molecular structure, C18H14BInN8S at a distorted geometry, with properties calculated with ωB97M-V/def2-TZVPD.

Computed properties:
Spin multiplicity: 1
LUMO level, eV: -7.73
Frontier orbital gap, eV: 6.625
F_max, Eh/bohr: 0.0279
DFT total energy, hartree: -1745.040468
Net charge: +2

The geometry in XYZ format:
```
43
C18H14BInN8S | the Open Molecules 2025 dataset | ωB97M-V/def2-TZVPD
In 0.17 -0.20 -0.79
B 0.93 -1.09 -4.33
N -0.46 -0.56 -3.90
C -1.41 -0.41 -4.80
C -2.56 0.08 -4.19
C -2.22 0.20 -2.88
N -0.92 -0.18 -2.68
N 1.99 -1.23 -3.21
C 3.20 -1.67 -3.49
C 3.97 -1.71 -2.34
C 3.13 -1.26 -1.36
N 1.90 -0.96 -1.88
H 1.37 -0.39 -5.21
H 0.80 -2.15 -4.89
H -1.22 -0.66 -5.83
H -3.51 0.30 -4.65
H -2.83 0.55 -2.09
H 3.44 -1.94 -4.51
H 4.99 -2.02 -2.23
H 3.36 -1.14 -0.33
S -1.43 1.67 6.63
N -0.07 1.11 5.98
C -0.31 0.95 4.68
C 0.63 0.47 3.70
C 1.93 0.10 4.03
C 2.77 -0.35 3.04
C 2.28 -0.43 1.74
N 1.03 -0.08 1.41
C 0.21 0.36 2.37
C -1.15 0.73 1.99
N -1.49 0.61 0.69
C -2.73 0.94 0.32
C -3.68 1.41 1.21
C -3.35 1.55 2.53
C -2.06 1.20 2.94
C -1.62 1.31 4.31
N -2.36 1.73 5.33
H 2.26 0.18 5.06
H 3.79 -0.64 3.25
H 2.91 -0.78 0.96
H -2.97 0.83 -0.71
H -4.67 1.67 0.85
H -4.05 1.91 3.27
```

***

2.
Below is C6H13O2P in the gas phase at a distorted geometry, with properties calculated with ωB97M-V/def2-TZVPD.

Computed properties:
Spin multiplicity: 1
SMILES string: CC=P1(C)OCCCO1
LUMO level, eV: 0.87
Frontier orbital gap, eV: 8.421
F_max, Eh/bohr: 0.0632
DFT total energy, hartree: -728.179890

The geometry in XYZ format:
```
22
C6H13O2P | the Open Molecules 2025 dataset | ωB97M-V/def2-TZVPD
C -1.92 0.39 1.38
C 1.95 -0.22 -1.13
C 1.09 -1.46 -1.39
C 1.93 0.17 0.31
C -1.61 -0.25 2.70
C -1.34 1.24 -1.37
O -0.17 -1.23 -0.82
O 0.59 0.69 0.65
P -0.80 0.24 0.09
H -2.98 0.44 1.11
H 2.90 -0.55 -1.50
H 1.68 0.67 -1.70
H 0.98 -1.46 -2.54
H 1.49 -2.42 -1.02
H 2.19 -0.57 1.12
H 2.65 1.09 0.31
H -1.09 -1.13 2.59
H -1.03 0.41 3.27
H -2.60 -0.34 3.23
H -0.45 1.45 -2.05
H -2.08 0.72 -1.99
H -1.80 2.16 -1.05
```

***

3.
Below is a gas-phase ion, C4H10N3 (charge +1) at a distorted geometry, with properties calculated with ωB97M-V/def2-TZVPD.

Computed properties:
Spin multiplicity: 1
SMILES string: C=NC[N+](=C)CN
LUMO level, eV: -4.29
Frontier orbital gap, eV: 9.856
F_max, Eh/bohr: 0.0749
DFT total energy, hartree: -322.355311
Net charge: +1

The geometry in XYZ format:
```
17
C4H10N3 | the Open Molecules 2025 dataset | ωB97M-V/def2-TZVPD
C 0.65 2.65 -1.27
C -0.22 -1.18 -1.44
C -0.26 0.87 -0.08
C -0.56 -1.38 0.99
N 0.08 1.50 -1.32
N 0.46 -0.98 1.85
N -0.32 -0.63 -0.30
H 0.84 3.02 -2.22
H 0.92 3.04 -0.36
H -0.40 -2.18 -1.63
H 0.03 -0.50 -2.19
H 0.38 0.86 0.81
H -1.17 1.13 0.34
H -0.46 -2.51 0.74
H -1.47 -1.23 1.48
H 1.28 -1.56 1.74
H 0.23 -0.94 2.84
```